No. 1
This record from the Open Molecules 2025 dataset describes a molecular structure, C20H24BiIN4O. The level of theory is the ωB97M-V functional and the def2-TZVPD basis.

Atoms and positions in Å:
C -2.1325 -0.1426 -3.6953
I 0.0805 1.4568 -5.2494
H -3.0192 -0.6446 -4.0701
H -1.2899 -0.7322 -4.0935
H -2.2611 0.8879 -4.0721
C 0.4085 4.0310 0.6879
C -0.7885 4.2615 0.1304
N -1.1528 3.1013 -0.5574
C -0.1781 2.1548 -0.4418
N 0.7882 2.7365 0.3219
H 1.0347 4.6550 1.2903
H -1.4103 5.1366 0.1364
C 2.2728 -3.6715 -2.5443
C 0.7506 -2.1208 -1.8933
N 2.0686 -2.3595 -2.1052
H 0.7628 -5.2378 -2.9314
N 0.1330 -3.2948 -2.1979
H 3.2579 -4.0535 -2.7773
Bi -0.2449 -0.2188 -0.9219
C -2.2065 -0.2750 -2.1561
O -3.2181 -0.5110 -1.4889
C 1.0632 -4.2471 -2.6191
C -1.3012 -3.5364 -2.1548
H -1.4484 -4.6222 -2.1898
H -1.8075 -3.1001 -3.0317
H -1.7483 -3.1297 -1.2350
C 3.1359 -1.4005 -1.8807
H 4.0367 -1.7969 -2.3618
H 3.3385 -1.2653 -0.8037
H 2.8872 -0.4211 -2.3188
C 2.0202 2.1081 0.7510
H 2.8415 2.8412 0.6742
H 2.2577 1.2471 0.1039
H 1.9388 1.7332 1.7890
C -2.3724 2.9865 -1.3360
H -2.1501 2.7542 -2.3909
H -2.8678 3.9625 -1.2749
H -3.0644 2.2309 -0.9327
C -0.4894 -0.9834 1.0267
C -0.1810 -0.5640 2.1735
C -0.0431 -0.2008 3.5347
C -1.0881 0.4936 4.2013
C -0.9881 0.6837 5.5749
C 0.1015 0.2048 6.3003
C 1.1264 -0.4680 5.6354
C 1.0684 -0.6936 4.2634
H -2.0053 0.7763 3.6656
H -1.7951 1.1561 6.1113
H 0.1157 0.3030 7.3807
H 1.9453 -0.8810 6.2045
H 1.8171 -1.3303 3.7685

Values from the calculation:
- Net charge: -2
- HOMO level (spin up / spin down): 0.95 / 2.66 eV
- ΔE to the lowest compared entry with this formula, charge and spin: 0.0 kJ/mol
- E_LUMO (spin up / spin down): 4.39 / 4.41 eV
- Frontier orbital gap (spin up / spin down): 3.4373 / 1.7484 eV

***

No. 2
This record from the Open Molecules 2025 dataset describes 2 unconnected molecules or ions with the total composition C5H7F. The level of theory is the ωB97M-V functional and the def2-TZVPD basis.

Atoms and positions in Å:
C 1.3784 1.1100 -1.1614
C 0.0708 0.8223 -1.0673
C 0.0935 -1.0258 0.9995
C -1.4433 -0.6709 0.6211
C -0.2762 -0.0358 -0.0088
F -0.4511 2.3184 1.5397
H 1.6906 1.8064 -1.9868
H 1.9242 0.5771 -0.4266
H -0.6472 1.3649 -1.6471
H 0.6756 -0.9598 1.9376
H 0.5346 -1.8431 0.4453
H -1.9734 -1.3375 -0.0294
H -2.0720 -0.1617 1.3473

Values from the calculation:
- Net charge: 0
- HOMO level (spin up / spin down): -7.88 / -9.36 eV
- ΔE to the lowest compared entry with this formula, charge and spin: 518.9 kJ/mol
- E_LUMO (spin up / spin down): -2.30 / -1.80 eV
- Frontier orbital gap (spin up / spin down): 5.5798 / 7.5607 eV